# 1
52
Properties=species:S:1:pos:R:3:mulliken_charge:R:1 method="wB97M-V/def2-TZVPD" multiplicity=1 total_charge=-1 relative_energy_kcal_mol=69.05 largest_force_ev_per_a=2.46 total_energy_ha=-1168.5568 homo_lumo_gap_ev=8.789
C -0.287 -1.507 0.480 -0.678
N -0.368 -0.057 0.246 0.884
C 2.913 1.331 -1.416 -1.345
C 1.788 0.311 -1.224 -0.307
C 0.973 0.563 0.133 -0.035
C 0.737 2.136 0.380 -0.795
O -0.046 2.700 -0.664 -0.692
H -0.017 -2.174 -0.377 0.270
H -1.310 -1.811 0.841 -0.066
H 0.503 -1.677 1.249 0.220
H -0.961 0.235 -0.515 -0.172
H 3.244 1.396 -2.481 0.354
H 2.514 2.355 -1.283 0.249
H 3.806 0.910 -0.915 0.504
H 1.094 0.539 -2.029 -0.057
H 1.992 -0.766 -1.271 0.262
H 1.605 0.045 0.849 0.659
H 0.170 2.197 1.336 0.502
H 1.669 2.685 0.286 0.381
H -0.078 0.730 2.162 0.458
H -0.732 0.245 3.579 0.394
O 0.028 0.676 3.142 -0.875
H -2.108 -1.619 2.706 0.339
H -2.483 -0.089 2.435 0.329
O -2.285 -0.762 3.089 -0.731
H -2.733 2.147 -1.450 0.234
H -0.779 2.016 -1.022 0.405
O -2.157 1.382 -1.518 -0.905
H 3.285 -3.011 1.520 0.358
H 2.824 -2.537 0.090 0.380
O 3.616 -2.862 0.610 -0.779
H -1.293 -2.022 -3.466 0.292
H -1.192 -0.572 -2.876 0.427
O -0.751 -1.241 -3.397 -0.673
H 0.506 2.263 -3.712 0.310
H 0.707 2.706 -2.227 0.373
O 0.915 2.939 -3.158 -0.707
H 3.693 0.179 0.669 0.109
H 3.918 -1.110 1.326 0.408
O 3.701 -0.178 1.560 -0.677
H -3.389 0.063 -2.839 0.385
H -3.061 -0.586 -1.566 0.312
O -3.192 -0.816 -2.493 -0.739
H -2.710 0.734 -0.622 0.195
H -4.391 0.669 0.101 0.106
O -3.534 0.242 0.128 -0.708
H 0.990 -0.726 3.312 0.287
H 2.489 -0.777 3.270 0.336
O 1.731 -1.366 3.277 -0.716
H -4.355 -1.850 1.780 0.309
H -3.587 -1.931 0.545 0.323
O -3.610 -2.348 1.419 -0.698

=====

# 2
54
Properties=species:S:1:pos:R:3:mulliken_charge:R:1 method="wB97M-V/def2-TZVPD" multiplicity=1 total_charge=-1 relative_energy_kcal_mol=97.21 largest_force_ev_per_a=3.08 total_energy_ha=-1319.0484 homo_lumo_gap_ev=9.113
C -4.298 -0.772 -1.760 0.112
N -3.059 -1.272 -1.468 -0.175
C -2.927 1.833 0.370 -1.478
C -2.106 0.865 -0.472 0.460
C -2.328 -0.703 -0.324 0.262
C -1.021 -1.513 -0.193 0.033
O -0.605 -1.394 1.114 -0.805
O -4.807 -0.862 -2.860 -0.607
H -4.846 -0.281 -0.906 0.296
H -2.504 -1.645 -2.235 0.206
H -3.931 1.887 -0.003 0.422
H -2.956 1.818 1.447 0.308
H -2.611 2.813 0.013 0.411
H -1.012 1.002 -0.129 -0.482
H -2.148 1.062 -1.570 0.267
H -2.876 -0.945 0.625 0.136
H -1.290 -2.642 -0.324 0.251
H -0.239 -1.224 -0.865 -0.390
H 3.975 0.921 2.528 0.295
H 4.516 -0.576 1.881 0.331
O 3.976 -0.032 2.495 -0.658
H 2.768 -0.349 -3.067 0.275
H 2.249 0.203 -1.675 0.221
O 2.918 -0.325 -2.121 -0.679
H 0.986 2.155 -1.215 0.370
H 0.972 3.133 -2.345 0.305
O 1.238 2.220 -2.188 -0.651
H 0.814 -1.215 -2.414 0.354
H 0.788 -2.479 -3.224 0.276
O 0.915 -1.522 -3.321 -0.675
H 2.830 0.172 4.438 0.323
H 1.512 0.547 5.242 0.321
O 2.361 0.098 5.274 -0.656
H -1.196 2.945 3.646 0.283
H -1.206 1.535 4.155 0.436
O -1.455 2.448 4.428 -0.685
H 1.363 -3.818 -1.290 0.299
H 0.323 -4.041 -0.218 0.386
O 1.008 -4.513 -0.725 -0.649
H -0.579 1.479 -3.385 0.342
H -0.081 1.920 -4.751 0.309
O -0.839 1.995 -4.156 -0.643
H 2.141 -0.332 1.640 0.227
H 0.438 -0.919 1.254 0.407
O 1.366 0.049 1.180 -0.559
H 0.954 1.577 0.779 0.349
H 2.184 2.626 0.825 0.237
O 1.343 2.475 0.387 -0.684
H -0.832 0.189 2.595 0.441
H 0.632 0.212 2.691 0.195
O -0.157 0.727 3.054 -0.720
H 4.153 -1.160 -0.646 0.308
H 3.150 -0.396 0.265 0.420
O 3.995 -0.873 0.257 -0.681